# 1
C6H10NO2P | the ωB97M-V functional and the def2-TZVPD basis

## Properties
E (Ha): -781.11632
E_LUMO (eV): -0.108
Relative energy (zero: lowest compared OMol25 entry of this formula, charge and spin) (eV): 2.701
SMILES: CP(C)n1c(O)ccc1O
Total charge: 0
Orbital gap (hartree): 0.25049
E_HOMO (Ha): -0.2545

Positions of all 20 atoms, in Å:
P 1.398 -0.663 -0.884
O -2.048 -0.212 -0.090
O 2.124 1.076 1.662
N 0.183 0.286 0.696
C 0.567 -2.350 -1.213
C 0.727 1.088 1.664
C -1.476 1.016 1.960
C -0.254 1.588 2.532
C -1.171 0.298 0.854
C 0.518 0.219 -2.364
H 1.344 -3.051 -1.509
H -0.085 2.154 3.407
H 2.398 0.768 0.698
H -0.233 -2.078 -1.867
H 0.928 1.175 -2.512
H 0.316 -2.717 -0.182
H -2.463 1.392 2.241
H 0.653 -0.360 -3.238
H -0.489 0.143 -2.056
H -2.936 0.229 0.202


# 2
C11H8B4Cl36O4 | the ωB97M-V functional and the def2-TZVPD basis

## Properties
E (Ha): -17391.40413
E_LUMO (eV): 0.042
SMILES: CCB(O)B1OBOBO1.ClC(Cl)(Cl)Cl.ClC(Cl)(Cl)Cl.ClC(Cl)(Cl)Cl.ClC(Cl)(Cl)Cl.ClC(Cl)(Cl)Cl.ClC(Cl)(Cl)Cl.ClC(Cl)(Cl)Cl.ClC(Cl)(Cl)Cl.ClC(Cl)(Cl)Cl
Total charge: 0
Orbital gap (hartree): 0.36869
E_HOMO (Ha): -0.3671

Positions of all 63 atoms, in Å:
Cl -6.609 -2.668 -4.860
Cl 3.222 1.386 4.703
Cl 3.930 3.769 6.165
Cl -0.855 -2.412 -5.091
Cl -2.502 -7.692 -0.175
Cl 5.962 1.846 5.469
Cl -4.525 2.679 8.730
Cl -2.421 2.869 4.795
Cl 1.344 -0.897 -0.618
Cl -3.332 -5.535 -1.900
Cl 2.852 -8.419 -4.410
Cl 3.798 -3.647 -8.576
Cl 0.402 -7.700 -5.751
Cl -1.233 5.488 4.583
Cl -6.413 -5.248 -3.586
Cl -5.798 -4.975 -6.386
Cl -4.273 2.125 11.551
Cl 3.991 1.201 7.474
Cl -8.527 -4.727 -5.481
Cl -2.215 3.608 10.180
Cl -1.219 4.091 7.111
Cl 0.440 3.167 4.943
Cl 1.279 -3.539 -7.180
Cl -5.281 -7.407 -0.897
Cl 2.873 -6.415 -6.489
Cl 0.823 -0.044 2.083
Cl 3.717 -2.860 -5.800
Cl 2.669 -1.101 -7.828
Cl -3.355 -8.246 -2.874
Cl -2.551 0.795 9.656
Cl -3.577 -2.027 -4.215
Cl -1.503 -2.606 -2.301
Cl 1.653 -5.834 -3.948
Cl -0.110 -2.623 1.182
Cl -1.337 -0.214 0.181
Cl -1.568 -0.038 -3.611
O 0.148 4.689 1.357
O -0.769 2.963 -0.007
O 0.061 4.968 -0.973
O 3.060 6.644 -0.134
C 1.949 -7.096 -5.149
C -3.614 -7.219 -1.461
C -6.839 -4.409 -5.077
C 2.867 -2.788 -7.344
C -1.879 -1.765 -3.808
C -3.394 2.299 10.031
C 4.279 2.052 5.957
C 3.444 4.242 0.533
C -1.106 3.908 5.359
C 4.941 4.532 0.436
C 0.173 -0.944 0.707
B 0.810 5.108 0.202
B -0.281 3.382 1.221
B 2.491 5.444 0.185
B -0.347 3.655 -1.129
H -0.262 3.109 -2.182
H 5.532 3.680 0.772
H 5.237 4.759 -0.588
H 3.179 3.937 1.555
H 2.409 7.314 -0.378
H 5.207 5.386 1.057
H -0.209 2.618 2.120
H 3.163 3.385 -0.093


# 3
C16H20NO2 | the ωB97M-V functional and the def2-TZVPD basis

## Properties
E (Ha): -826.62884
E_LUMO (eV): -3.465
Relative energy (zero: lowest compared OMol25 entry of this formula, charge and spin) (eV): 2.068
Total charge: +1
Orbital gap (hartree): 0.30088
E_HOMO (Ha): -0.4282

Positions of all 39 atoms, in Å:
O -3.409 2.263 -2.516
O -0.437 -3.079 3.416
N -0.264 -1.218 1.445
C -1.421 -0.551 -1.360
C -1.124 -3.543 2.237
C 0.709 -0.790 -0.141
C 4.441 -0.402 0.532
C 3.321 1.689 1.087
C -2.472 0.220 -1.814
C 2.097 1.114 0.717
C -1.034 2.177 -1.875
C 2.025 -0.200 0.235
C -3.374 3.697 -2.683
C 0.013 1.404 -1.371
C -0.178 0.039 -0.999
C -1.278 -2.331 1.319
C 4.510 0.942 0.968
C 3.205 -0.971 0.191
C -2.307 1.599 -2.072
H 3.159 -2.008 -0.163
H -0.446 -3.771 4.111
H 1.197 1.721 0.771
H 0.293 -1.531 2.265
H 0.992 1.877 -1.274
H -3.227 4.186 -1.713
H 5.337 -1.040 0.544
H -1.582 -1.641 -1.291
H -2.613 4.035 -3.401
H -1.353 -2.651 0.287
H -0.635 -4.420 1.753
H -4.360 3.949 -3.068
H -3.452 -0.209 -2.038
H -2.228 -1.859 1.567
H -0.719 -0.297 1.754
H 0.826 -1.800 -0.590
H -2.150 -3.867 2.510
H 5.475 1.354 1.284
H -0.869 3.213 -2.153
H 3.334 2.699 1.527


# 4
C12H10BrF2Pd | the ωB97M-V functional and the def2-TZVPD basis

## Properties
E (Ha): -3364.43098
E_LUMO (spin up / spin down) (eV): -7.529 / -8.880
Relative energy (zero: lowest compared OMol25 entry of this formula, charge and spin) (eV): 2.009
Expectation value of S²: 2.004
Spin multiplicity: 3
Total charge: +1
Orbital gap (spin up / spin down) (hartree): 0.11010 / 0.06047
E_HOMO (spin up / spin down) (Ha): -0.3868 / -0.3868

Positions of all 26 atoms, in Å:
Pd -2.444 -4.404 -8.791
Br -1.904 -3.152 -4.827
F 6.591 -1.944 2.883
F -3.552 1.727 2.640
C -4.011 2.315 1.475
C 3.939 -2.306 -0.252
C 3.790 -1.268 0.636
C -4.988 4.185 0.323
C -4.601 2.072 -0.853
C 5.823 -3.175 0.903
C -4.418 3.669 1.458
C 4.750 -1.139 1.634
C -4.042 1.527 0.336
C 4.844 -3.317 -0.030
C 5.720 -2.139 1.836
C -4.991 3.405 -0.867
H 3.265 -2.426 -1.087
H -5.015 5.264 0.292
H 4.827 -4.164 -0.699
H 6.611 -3.907 1.002
H 2.957 -0.581 0.607
H 4.685 -0.385 2.404
H -4.466 1.619 -1.824
H -4.384 4.275 2.352
H -5.339 3.727 -1.838
H -3.646 0.523 0.287


# 5
C4H9NO2 | the ωB97M-V functional and the def2-TZVPD basis

## Properties
E (Ha): -362.68404
E_LUMO (eV): 7.150
Relative energy (zero: lowest compared OMol25 entry of this formula, charge and spin) (eV): 6.215
Total charge: -2
Orbital gap (hartree): 0.21870
E_HOMO (Ha): 0.0441

Positions of all 16 atoms, in Å:
O 1.581 -1.655 0.020
O -2.593 -0.605 -0.794
N 0.591 2.270 0.765
C -1.292 -0.912 -0.496
C -0.198 0.217 -0.421
C 1.079 -0.213 0.297
C 0.058 0.967 0.955
H 0.836 2.730 1.688
H -0.207 0.925 -1.237
H 1.096 -1.047 1.167
H 2.561 0.312 -2.054
H 2.003 0.289 0.082
H -0.488 0.622 1.850
H -0.863 -1.655 -1.112
H -1.186 -1.414 0.517
H 2.325 1.076 -2.072


# 6
C7H6N2S | the ωB97M-V functional and the def2-TZVPD basis

## Properties
E (Ha): -777.72364
E_LUMO (spin up / spin down) (eV): -0.912 / -2.044
Relative energy (zero: lowest compared OMol25 entry of this formula, charge and spin) (eV): 7.457
Total charge: 0
Orbital gap (spin up / spin down) (hartree): 0.28564 / 0.24385
E_HOMO (spin up / spin down) (Ha): -0.3191 / -0.3190

Positions of all 16 atoms, in Å:
S 4.258 0.540 -0.345
N 3.028 1.091 -0.950
N 3.956 -0.751 0.665
C -0.645 0.462 1.024
C -0.090 0.071 -1.427
C 1.579 -0.502 0.317
C -1.484 0.473 -1.160
C -1.853 0.747 0.094
C 0.487 0.178 0.091
C 2.675 -1.125 0.683
H -0.440 1.259 1.813
H -0.943 -0.398 1.523
H -0.151 -0.968 -1.677
H -2.830 0.787 0.492
H 2.538 -2.036 1.125
H 0.733 0.541 -1.961


What is the formula in the first record?
C6H10NO2P